# 1
The following is a DFT calculation (wB97M-V/def2-TZVPD) of C3H4N2 in the gas phase in a non-equilibrium geometry.

Each line ends with the natural charge from an NBO analysis.
Atoms and positions in Å:
N1 -0.278 -1.467 0.015  -0.55
C1 -1.076 -2.304 0.233  0.31
C2 0.302 -0.288 -0.491  0.05
C3 -0.297 0.973 -0.002  -0.25
N2 1.064 0.587 0.369  -0.56
H1 0.664 -0.410 -1.507  0.22
H2 -0.391 1.824 -0.668  0.21
H3 -1.092 0.863 0.734  0.21
H4 1.104 0.222 1.316  0.37

ΔE to the lowest compared entry with this formula, charge and spin: 2.430 eV
Total charge: 0



# 2
The following is a DFT calculation (wB97M-V/def2-TZVPD) of a molecular structure, C35H46N5O5PPdS in a non-equilibrium geometry.

Each line ends with the Löwdin charge.
Atoms and positions in Å:
Pd1 -0.562 -0.055 0.219  0.95
C1 -4.442 0.443 -0.634  -0.01
C2 -3.789 0.690 0.715  -0.53
C3 -4.774 1.123 1.784  -0.01
O1 -2.747 1.680 0.589  -0.05
C4 -2.917 -0.510 1.178  -0.59
O2 -2.801 -0.708 2.388  -0.02
O3 -2.295 -1.174 0.260  -0.12
H1 -4.949 1.350 -0.971  0.09
H2 -5.176 -0.360 -0.565  0.10
H3 -3.685 0.159 -1.364  0.07
H4 -5.328 2.003 1.450  0.10
H5 -4.236 1.367 2.697  0.08
H6 -5.485 0.325 1.997  0.10
H7 -3.148 2.523 0.354  0.10
C5 -3.069 3.222 -5.030  0.03
N1 -2.364 3.094 -3.773  -0.04
N2 -1.688 1.949 -3.428  0.06
C6 -1.103 2.119 -2.198  -0.40
O4 -0.392 1.201 -1.690  -0.16
C7 -1.463 3.419 -1.775  0.06
C8 -2.240 3.978 -2.770  -0.24
C9 -2.884 5.319 -2.818  0.00
C10 -1.383 0.898 -4.344  -0.22
C11 -2.353 -0.022 -4.713  -0.01
C12 -2.019 -1.033 -5.603  -0.05
C13 -0.729 -1.126 -6.104  -0.06
C14 0.241 -0.211 -5.715  -0.06
C15 -0.085 0.807 -4.832  -0.02
H8 -2.501 2.732 -5.818  0.10
H9 -3.171 4.276 -5.270  0.10
H10 -4.062 2.772 -4.978  0.11
H11 -1.142 3.888 -0.861  0.12
H12 -2.737 5.834 -1.873  0.09
H13 -3.954 5.236 -3.010  0.10
H14 -2.446 5.928 -3.610  0.10
H15 -3.353 0.053 -4.306  0.12
H16 -2.773 -1.746 -5.911  0.12
H17 -0.476 -1.910 -6.805  0.11
H18 1.243 -0.277 -6.118  0.11
H19 0.651 1.539 -4.524  0.13
C16 -0.474 -1.712 5.489  -0.09
N3 0.424 -2.311 4.396  -0.06
C17 1.854 -1.810 4.617  -0.10
N4 1.890 -0.393 4.658  -0.13
C18 1.044 0.102 5.739  -0.14
N5 -0.343 -0.302 5.532  -0.14
C19 -0.983 0.382 4.421  -0.25
P1 -0.181 -0.083 2.791  1.12
C20 -0.057 -1.933 3.038  -0.22
C21 1.578 0.233 3.369  -0.29
H20 -0.160 -2.161 6.432  0.15
H21 -1.499 -2.000 5.260  0.16
H22 0.407 -3.328 4.490  0.19
H23 2.466 -2.189 3.799  0.14
H24 2.195 -2.230 5.564  0.15
H25 1.099 1.188 5.780  0.14
H26 1.398 -0.301 6.689  0.14
H27 -0.880 1.460 4.555  0.11
H28 -2.039 0.134 4.377  0.09
H29 0.647 -2.314 2.297  0.07
H30 -1.037 -2.367 2.852  0.10
H31 1.747 1.309 3.449  0.11
H32 2.268 -0.146 2.612  0.04
O5 1.501 0.684 0.429  -0.63
S1 2.151 1.077 -0.894  1.05
C22 3.931 1.302 -0.438  -0.24
C23 4.604 0.125 0.182  -0.29
C24 4.444 -0.131 1.542  -0.06
C25 5.046 -1.232 2.130  -0.07
C26 5.819 -2.094 1.364  -0.06
C27 5.989 -1.847 0.009  -0.06
C28 5.387 -0.744 -0.578  -0.06
C29 2.249 -0.514 -1.853  -0.21
C30 1.536 -1.631 -1.156  -0.27
C31 2.247 -2.410 -0.242  -0.03
C32 1.674 -3.536 0.326  -0.08
C33 0.369 -3.894 0.011  -0.08
C34 -0.364 -3.114 -0.865  -0.07
C35 0.201 -1.975 -1.443  -0.08
H33 3.899 2.154 0.243  0.10
H34 4.392 1.613 -1.377  0.11
H35 3.861 0.559 2.141  0.10
H36 4.932 -1.402 3.194  0.11
H37 6.300 -2.949 1.821  0.11
H38 6.601 -2.508 -0.590  0.12
H39 5.556 -0.539 -1.630  0.12
H40 3.302 -0.756 -1.951  0.08
H41 1.819 -0.280 -2.826  0.08
H42 3.279 -2.162 -0.018  0.09
H43 2.265 -4.157 0.989  0.11
H44 -0.060 -4.800 0.422  0.12
H45 -1.369 -3.406 -1.137  0.12
H46 -0.338 -1.456 -2.230  0.11

ΔE to the lowest compared entry with this formula, charge and spin: 0.751 eV
Total charge: +2



# 3
The following is a DFT calculation (wB97M-V/def2-TZVPD) of 4 unconnected molecules or ions with the total composition C24H60O16P4 in a non-equilibrium geometry.

Each line ends with the Löwdin charge.
Atoms and positions in Å:
C1 14.533 -32.131 33.879  -0.10
C2 13.090 -31.794 33.496  -0.24
O1 12.899 -32.241 32.126  -0.20
P1 11.643 -31.645 31.232  0.46
O2 10.329 -32.142 31.640  -0.24
O3 12.057 -31.873 29.684  -0.16
C3 13.282 -31.525 29.132  -0.33
C4 13.088 -30.683 27.871  -0.09
O4 11.760 -30.073 31.555  -0.22
C5 10.929 -29.154 30.790  -0.25
C6 10.025 -28.395 31.787  -0.06
H1 15.375 -31.516 33.561  0.07
H2 14.720 -31.955 34.938  0.07
H3 14.912 -33.130 33.665  0.07
H4 12.494 -32.414 34.166  0.12
H5 12.934 -30.724 33.634  0.11
H6 13.980 -31.070 29.834  0.11
H7 13.858 -32.389 28.800  0.11
H8 12.736 -29.661 28.006  0.07
H9 13.997 -30.606 27.274  0.06
H10 12.408 -31.201 27.194  0.08
H11 11.561 -28.525 30.163  0.11
H12 10.366 -29.647 29.997  0.11
H13 10.561 -27.750 32.484  0.07
H14 9.261 -27.927 31.166  0.08
H15 9.586 -29.140 32.451  0.07
C7 18.157 -26.136 26.864  -0.15
C8 18.756 -26.560 25.470  -0.31
O5 17.968 -26.041 24.402  -0.22
P2 17.994 -26.486 22.831  0.50
O6 16.879 -25.845 22.046  -0.26
O7 19.488 -26.139 22.431  -0.21
C9 19.651 -24.732 21.933  -0.26
C10 20.547 -24.074 22.869  -0.14
O8 17.935 -28.137 22.789  -0.19
C11 19.115 -28.856 22.490  -0.38
C12 19.344 -29.031 21.002  -0.11
H16 18.176 -25.067 27.080  0.06
H17 17.097 -26.376 26.934  0.03
H18 18.480 -26.723 27.723  0.04
H19 19.740 -26.092 25.430  0.09
H20 18.829 -27.644 25.549  0.08
H21 19.905 -24.841 20.878  0.12
H22 18.808 -24.042 21.950  0.11
H23 21.306 -24.780 23.205  0.07
H24 20.970 -23.105 22.605  0.08
H25 20.062 -23.960 23.839  0.07
H26 20.017 -28.408 22.907  0.09
H27 19.001 -29.843 22.938  0.10
H28 19.132 -28.046 20.585  0.06
H29 20.404 -29.244 20.862  0.07
H30 18.604 -29.725 20.605  0.07
C13 14.816 -21.058 13.518  -0.09
C14 13.834 -21.847 14.370  -0.28
O9 14.246 -23.206 14.542  -0.18
P3 14.799 -23.688 16.047  0.48
O10 15.298 -22.708 17.009  -0.22
O11 13.570 -24.649 16.559  -0.20
C15 13.243 -24.916 17.939  -0.26
C16 11.986 -25.721 18.117  -0.08
O12 15.837 -24.738 15.510  -0.18
C17 16.999 -24.983 16.242  -0.29
C18 16.730 -26.087 17.247  -0.08
H31 14.874 -21.462 12.507  0.07
H32 14.624 -20.042 13.171  0.07
H33 15.850 -20.990 13.853  0.08
H34 13.776 -21.314 15.319  0.10
H35 12.843 -21.804 13.919  0.12
H36 14.137 -25.358 18.380  0.10
H37 13.005 -23.919 18.308  0.11
H38 12.383 -26.732 18.027  0.07
H39 11.538 -25.681 19.109  0.08
H40 11.229 -25.630 17.338  0.08
H41 17.691 -25.404 15.512  0.12
H42 17.414 -24.056 16.638  0.12
H43 16.090 -26.862 16.825  0.09
H44 17.663 -26.552 17.566  0.07
H45 16.380 -25.796 18.238  0.07
C19 13.402 -27.567 20.700  -0.08
C20 13.747 -26.624 21.822  -0.25
O13 12.655 -26.701 22.790  -0.19
P4 12.681 -27.840 23.944  0.52
O14 11.432 -27.877 24.775  -0.26
O15 12.973 -29.241 23.253  -0.19
C21 13.073 -30.405 23.971  -0.33
C22 13.973 -31.283 23.229  -0.11
O16 14.152 -27.750 24.745  -0.21
C23 14.353 -26.759 25.739  -0.29
C24 14.764 -25.453 25.120  -0.08
H46 14.093 -27.405 19.874  0.07
H47 13.478 -28.639 20.880  0.07
H48 12.415 -27.246 20.366  0.06
H49 14.719 -26.825 22.271  0.09
H50 13.778 -25.584 21.497  0.12
H51 13.462 -30.097 24.941  0.10
H52 12.122 -30.900 24.163  0.13
H53 14.193 -32.272 23.632  0.07
H54 13.617 -31.475 22.217  0.07
H55 14.942 -30.879 22.937  0.08
H56 13.471 -26.666 26.372  0.11
H57 15.180 -27.092 26.366  0.09
H58 14.610 -24.573 25.744  0.08
H59 15.787 -25.345 24.758  0.05
H60 14.234 -25.316 24.178  0.06

Expectation value of S²: 0.750
Multiplicity: 2
Total charge: -1



# 4
The following is a DFT calculation (wB97M-V/def2-TZVPD) of C6H7N in the gas phase in a non-equilibrium geometry.

Each line ends with the natural charge from an NBO analysis.
Atoms and positions in Å:
C1 2.058 -1.400 -0.359  -0.39
C2 0.989 -0.868 -0.972  -0.18
C3 -0.133 -0.119 -0.384  -0.16
C4 -0.399 1.278 -0.598  -0.28
C5 -1.289 1.688 0.357  -0.08
N1 -1.464 0.666 1.243  -0.50
C6 -0.706 -0.397 0.847  -0.06
H1 2.981 -1.488 -0.922  0.19
H2 1.996 -1.948 0.575  0.20
H3 0.882 -1.100 -2.029  0.20
H4 -0.141 1.849 -1.476  0.22
H5 -1.994 2.503 0.325  0.21
H6 -1.873 0.722 2.160  0.41
H7 -0.907 -1.387 1.232  0.21

ΔE to the lowest compared entry with this formula, charge and spin: 2.260 eV
Total charge: 0



# 5
The following is a DFT calculation (wB97M-V/def2-TZVPD) of 2 unconnected molecules or ions with the total composition C4H9NO2.

Each line ends with the natural charge from an NBO analysis.
Atoms and positions in Å:
H1 0.462 -0.761 1.191  0.36
N1 1.134 -0.525 0.455  -0.62
C1 0.557 0.180 -0.424  0.12
C2 -0.894 0.586 -0.377  -0.14
O1 -1.493 -0.040 0.722  -0.54
C3 -2.763 0.474 1.034  -0.24
H2 1.142 0.519 -1.286  0.19
H3 -0.960 1.685 -0.300  0.19
H4 -1.388 0.300 -1.322  0.19
H5 -2.703 1.534 1.321  0.17
H6 -3.459 0.375 0.187  0.17
H7 -3.144 -0.105 1.878  0.20
C4 3.370 -1.056 -0.762  0.30
O2 3.574 -0.067 -1.427  -0.56
H8 2.757 -1.898 -1.133  0.11
H9 3.808 -1.201 0.242  0.12

ΔE to the lowest compared entry with this formula, charge and spin: 2.989 eV
Total charge: 0



Number 1: E_tot -226.135896 hartree. Number 2: E_tot -2878.170908 hartree. Number 3: E_tot -3519.986053 hartree. Number 4: E_tot -287.504183 hartree. Number 5: E_tot -362.975675 hartree.